1.
Below is a 3-piece molecular cluster, C3H6Cl2O3 overall at a distorted geometry, with properties calculated with ωB97M-V/def2-TZVPD.

Last column: Löwdin charge in e.
Element x y z (Å)
C  -1.830  1.291  0.307  -0.167
C  -0.823  0.496  0.767  -0.318
C  1.183  1.239  -0.463  -0.586
O  -2.590  0.926  -0.748  0.013
O  -0.618  -0.756  0.360  -0.032
O  1.668  0.118  -0.455  -0.063
Cl  2.181  -3.998  -0.605  0.341
Cl  1.880  2.421  0.705  0.498
H  -2.067  2.261  0.642  0.111
H  -0.106  0.738  1.561  0.097
H  2.619  -3.448  -1.577  -0.331
H  -2.299  0.077  -1.147  0.115
H  -1.530  -1.131  0.363  0.130
H  2.331  -0.234  0.291  0.192

Energy above the lowest of the compared OMol25 structures with the same formula, charge and spin: 96.0 kcal/mol
F_max: 5.36 eV/Å
Kohn-Sham gap: 8.4093 eV
2S+1: 1
LUMO: 0.014 Ha
Total charge: 0
E_HOMO: -8.02 eV
E_tot: -34391.3326 eV

2.
Below is C29H40ClN10ORuS2 as an isolated structure at a distorted geometry, with properties calculated with ωB97M-V/def2-TZVPD.

Last column: Löwdin charge in e.
Element x y z (Å)
Ru  2.342  0.783  0.454  1.058
C  4.709  0.683  5.139  -0.391
S  5.234  -0.504  3.890  0.953
C  4.373  -0.041  2.476  -0.999
S  3.028  1.127  2.539  0.650
N  4.751  -0.620  1.376  -0.044
N  3.979  -0.287  0.303  -0.205
C  4.368  -0.644  -0.870  -0.009
C  3.531  -0.243  -1.983  -0.249
C  3.815  -0.575  -3.297  0.026
C  2.948  -0.150  -4.294  0.000
C  1.833  0.597  -3.950  -0.002
C  1.617  0.909  -2.619  -0.101
N  2.440  0.496  -1.650  -0.034
H  5.202  0.341  6.048  0.050
H  3.635  0.666  5.301  0.030
H  5.060  1.683  4.899  0.048
H  5.289  -1.200  -0.993  0.154
H  4.698  -1.152  -3.531  0.136
H  3.146  -0.399  -5.329  0.132
H  1.132  0.943  -4.697  0.129
H  0.762  1.495  -2.310  0.103
C  -2.620  -6.075  -0.541  -0.032
C  -2.912  -4.782  0.227  -0.523
C  -4.422  -4.508  0.144  -0.029
C  -2.545  -4.983  1.708  -0.035
C  -2.102  -3.583  -0.370  -0.422
O  -2.362  -2.383  0.341  0.005
C  -2.402  -3.382  -1.866  -0.106
C  -1.808  -2.128  -2.519  -0.119
C  -2.378  -0.805  -2.062  -0.222
C  -1.586  0.150  -1.440  -0.061
C  -2.096  1.374  -1.038  -0.111
C  -3.430  1.658  -1.268  -0.666
Cl  -4.070  3.189  -0.771  0.685
C  -4.248  0.728  -1.891  -0.075
C  -3.716  -0.493  -2.283  -0.016
C  -0.570  -3.858  -0.178  -0.008
N  0.149  -2.714  0.383  -0.064
C  0.907  -1.823  -0.224  -0.112
N  1.316  -0.927  0.674  -0.062
C  0.775  -1.368  1.860  -0.142
N  0.078  -2.452  1.704  0.180
H  -3.061  -6.918  -0.008  0.101
H  -1.549  -6.281  -0.625  0.089
H  -3.047  -6.067  -1.544  0.089
H  -4.956  -5.332  0.615  0.099
H  -4.785  -4.436  -0.880  0.084
H  -4.731  -3.607  0.682  0.092
H  -3.341  -5.532  2.210  0.094
H  -2.408  -4.036  2.232  0.086
H  -1.637  -5.574  1.835  0.084
H  -3.288  -2.367  0.608  0.103
H  -3.480  -3.372  -2.023  0.113
H  -2.032  -4.256  -2.407  0.124
H  -1.982  -2.215  -3.595  0.130
H  -0.718  -2.120  -2.413  0.088
H  -0.548  -0.073  -1.236  0.062
H  -1.478  2.101  -0.526  0.064
H  -5.288  0.962  -2.074  0.116
H  -4.362  -1.207  -2.780  0.126
H  -0.089  -4.110  -1.122  0.142
H  -0.391  -4.671  0.517  0.121
H  1.128  -1.824  -1.277  0.136
H  0.914  -0.864  2.800  0.108
C  0.471  6.582  2.938  -0.064
C  0.587  6.821  1.438  -0.405
C  2.032  6.741  0.959  -0.071
C  -0.337  5.898  0.642  -0.083
N  0.094  4.490  0.683  -0.067
C  0.984  3.841  -0.060  -0.114
N  1.054  2.601  0.386  -0.107
N  0.191  2.525  1.431  -0.020
N  -0.378  3.645  1.615  0.114
H  1.113  7.274  3.481  0.089
H  0.781  5.568  3.207  0.072
H  -0.551  6.722  3.290  0.088
H  0.212  7.824  1.213  0.147
H  2.480  5.771  1.197  0.072
H  2.636  7.494  1.463  0.091
H  2.120  6.917  -0.116  0.084
H  -0.389  6.181  -0.409  0.137
H  -1.347  5.892  1.048  0.136
H  1.525  4.270  -0.886  0.150

Energy above the lowest of the compared OMol25 structures with the same formula, charge and spin: 0.0 kcal/mol
F_max: 1.05 eV/Å
Kohn-Sham gap (alpha / beta): 5.8419 / 5.2371 eV
2S+1: 2
LUMO (alpha / beta): -0.267 / -0.289 Ha
Total charge: +2
E_HOMO (alpha / beta): -13.10 / -13.10 eV
E_tot: -84431.4164 eV

3.
Below is C2H4F3NNiO5S2 as an isolated structure at a distorted geometry, with properties calculated with ωB97M-V/def2-TZVPD.

Last column: Löwdin charge in e.
Element x y z (Å)
N  -0.774  0.598  -1.990  -0.418
S  0.844  0.816  -1.745  0.840
O  1.061  0.826  -0.164  -0.625
O  1.550  -0.538  -1.998  -0.532
S  -1.515  -0.674  -1.423  0.658
O  -0.704  -1.532  -0.495  -0.381
O  -2.267  -1.410  -2.430  -0.275
C  -2.825  0.032  -0.297  -0.711
F  -2.271  0.552  0.781  0.147
F  -3.493  0.969  -0.948  0.155
F  -3.654  -0.936  0.054  0.154
Ni  1.173  -1.207  -0.119  0.755
O  2.080  -0.934  1.465  -0.225
H  2.955  -1.247  1.702  0.058
C  1.933  0.957  1.704  0.132
H  0.846  1.069  1.819  0.107
H  2.991  1.116  1.461  0.107
H  2.072  1.543  2.622  0.056

Energy above the lowest of the compared OMol25 structures with the same formula, charge and spin: 86.8 kcal/mol
F_max: 4.19 eV/Å
Kohn-Sham gap (alpha / beta): 8.1980 / 8.2428 eV
2S+1: 3
LUMO (alpha / beta): -0.053 / -0.053 Ha
Total charge: 0
E_HOMO (alpha / beta): -9.64 / -9.67 eV
E_tot: -84726.2629 eV

4.
Below is C10H23GeN3O6P2PdS as an isolated structure, with properties calculated with ωB97M-V/def2-TZVPD.

Last column: Löwdin charge in e.
Element x y z (Å)
Pd  0.606  0.383  1.030  0.944
N  2.096  3.474  -1.688  0.190
C  1.443  2.135  -1.980  -0.486
C  1.294  1.964  -3.488  -0.055
P  -0.110  2.064  -1.022  0.320
O  -1.139  2.690  -2.039  -0.071
O  -0.419  0.577  -0.754  -0.382
O  0.101  2.814  0.256  -0.312
P  2.712  0.927  -1.305  0.372
O  2.501  -0.408  -2.130  -0.095
O  3.995  1.613  -1.520  -0.234
O  2.346  0.588  0.153  -0.411
H  1.799  4.198  -2.344  0.177
H  3.122  3.318  -1.751  0.142
H  1.858  3.774  -0.734  0.151
H  0.682  2.761  -3.912  0.094
H  0.805  1.016  -3.705  0.095
H  2.271  1.965  -3.975  0.103
H  -2.053  2.820  -1.754  0.115
H  3.176  -0.544  -2.811  0.119
S  1.400  0.285  3.212  0.877
C  -0.273  0.411  3.470  -0.703
N  -0.939  0.584  4.628  0.144
C  -2.288  0.713  4.654  0.034
C  -2.996  0.686  3.486  0.036
C  -2.280  0.517  2.298  -0.019
N  -0.969  0.352  2.319  -0.047
H  -0.409  0.634  5.493  0.190
H  -2.740  0.842  5.628  0.162
H  -4.069  0.797  3.485  0.139
H  -2.761  0.499  1.330  0.128
C  -2.315  -2.071  0.288  -0.210
Ge  -0.548  -2.616  -0.325  0.785
C  -0.130  -4.438  0.249  -0.190
C  -0.302  -2.392  -2.231  -0.198
C  0.838  -1.721  0.806  -0.173
H  -3.070  -2.667  -0.225  0.041
H  -2.498  -1.027  0.035  -0.009
H  -2.436  -2.235  1.361  0.026
H  -0.850  -5.109  -0.221  0.039
H  -0.205  -4.557  1.328  0.030
H  0.868  -4.733  -0.074  0.037
H  -0.945  -3.112  -2.738  0.038
H  0.728  -2.598  -2.512  0.024
H  -0.571  -1.389  -2.554  0.010
H  1.864  -1.723  0.442  0.028
H  0.809  -2.062  1.840  0.002

Energy above the lowest of the compared OMol25 structures with the same formula, charge and spin: 9.6 kcal/mol
F_max: 0.36 eV/Å
Kohn-Sham gap: 7.8173 eV
2S+1: 1
LUMO: -0.288 Ha
Total charge: +2
E_HOMO: -15.66 eV
E_tot: -116897.0276 eV

Which formula does entry 1 have? C3H6Cl2O3